*1*
{
  "formula": "CH2N2O2S",
  "method": "wB97M-V/def2-TZVPD",
  "elements": ["C", "N", "N", "O", "O", "S", "H", "H"],
  "xyz": [[0.17, 0.98, 0.10], [1.43, -0.85, 0.36], [-0.99, 0.47, 0.02], [0.38, -1.72, 0.65], [0.74, -1.53, -0.67], [1.08, 2.19, 0.06], [-1.00, -0.52, -0.16], [-1.80, 0.99, -0.37]],
  "mulliken_charge": [0.474, -0.124, -0.266, -0.156, -0.159, -0.335, 0.289, 0.276],
  "orbital_gap_ev": [8.0, 8.0],
  "multiplicity": 1,
  "lumo_energy_ev": [-0.1535, -0.1463],
  "homo_ev": [-8.184, -8.143]
}

*2*
{
  "formula": "CH2N2O2S",
  "method": "wB97M-V/def2-TZVPD",
  "elements": ["C", "N", "N", "O", "O", "S", "H", "H"],
  "xyz": [[-0.20, 0.77, 1.30], [0.50, 0.00, -0.30], [-0.19, -0.86, -1.02], [-1.19, -1.33, -0.53], [0.27, -1.11, -2.12], [0.65, 1.84, 2.02], [-1.11, 0.21, 1.37], [1.28, 0.49, -0.73]],
  "mulliken_charge": [0.152, -0.456, 1.194, -0.653, -0.646, -0.175, 0.358, 0.225],
  "orbital_gap_ev": 8.8,
  "multiplicity": 1,
  "lumo_energy_ev": -1.4403,
  "homo_ev": -10.249
}

Which one is most stable, and which one is least stable? *2* is the most stable of them, while *1* is the least stable.